ORCA calculation (ωB97M-V/def2-TZVPD) on a structure of composition C20H13N5O8Ti in a non-equilibrium geometry.

The geometry in XYZ format:
```
47
Properties=species:S:1:pos:R:3
Ti 0.8261 -0.1569 0.5370
O 5.6779 1.5540 -2.5596
C 4.6131 1.1229 -1.9255
C 3.6530 0.2680 -2.5154
C 2.5736 -0.0943 -1.7585
N 2.4183 0.3544 -0.5069
C 3.3457 1.1199 0.0919
C 4.4616 1.5279 -0.5803
C 2.9419 1.3483 1.5522
O 3.5357 2.0125 2.3289
O 1.7984 0.6645 1.7707
C 1.4329 -1.0433 -2.0866
O 1.3258 -1.6979 -3.0755
O 0.5919 -1.0768 -1.0449
H 5.7473 1.2451 -3.4723
H 3.7589 -0.1009 -3.5279
H 5.2194 2.1350 -0.1024
O -0.2587 3.6200 1.1407
C -1.5174 3.4325 1.5408
C -2.1783 4.5568 2.0310
C -3.4760 4.4689 2.4729
C -4.1673 3.2471 2.4495
C -3.5422 2.1303 1.9802
C -2.2056 2.1857 1.5027
C -1.6298 1.0006 0.9560
O -0.4628 1.0256 0.3038
N -2.3332 -0.1264 1.0095
N -1.9457 -1.2436 0.3997
C -2.6100 -1.8848 -0.5557
C -1.9365 -3.0892 -0.8187
C -2.0836 -4.1214 -1.7489
C -1.1280 -5.1053 -1.7770
C -0.0527 -5.0914 -0.8652
C 0.0725 -4.0927 0.0556
N -0.8752 -3.1236 0.0430
H 0.1272 2.8244 0.7828
H -1.6363 5.4928 2.0451
H -3.9738 5.3550 2.8435
H -5.1908 3.1972 2.7919
H -4.0535 1.1793 1.9557
H -3.5137 -1.4798 -0.9779
H -2.9254 -4.1070 -2.4261
H -1.1925 -5.9000 -2.5071
H 0.6891 -5.8768 -0.8814
H 0.8510 -4.0155 0.7995
O 0.1432 -1.6000 1.4949
N -0.9152 -2.0410 0.8342
```

Kohn-Sham gap = 0.23292 Eh
charge = +2
LUMO energy = -0.2862 Eh
energy = -67881.42221 eV

***

ORCA calculation (ωB97M-V/def2-TZVPD) on a structure of composition C20H14BClFeNO2S2.

The geometry in XYZ format:
```
42
Properties=species:S:1:pos:R:3
Fe 0.5291 -0.1120 -1.7388
S 2.8161 -0.3737 -1.8979
C 2.4328 -0.5418 -0.2430
N 1.1490 -0.5258 0.0146
C 0.8459 -0.7172 1.3492
C -0.4235 -0.7779 1.9132
C -0.5237 -0.9721 3.2781
C 0.6187 -1.1037 4.0720
C 1.8839 -1.0474 3.5138
C 1.9901 -0.8516 2.1430
S 3.4315 -0.7541 1.1533
H -1.3033 -0.6802 1.2890
H -1.5014 -1.0245 3.7380
H 0.5141 -1.2559 5.1377
H 2.7666 -1.1551 4.1299
O -1.5710 -0.7401 -1.7923
B -0.5349 -1.6886 -2.0947
O -1.0145 -2.9660 -1.8907
C -2.2827 -2.8235 -1.3634
C -3.1410 -3.8110 -0.9436
C -4.3661 -3.3906 -0.4259
C -4.6972 -2.0418 -0.3439
C -3.8168 -1.0503 -0.7781
C -2.6131 -1.4825 -1.2804
H -2.8713 -4.8553 -1.0118
H -5.0735 -4.1322 -0.0806
H -5.6564 -1.7537 0.0640
H -4.0615 0.0015 -0.7257
Cl 4.9910 4.8104 -0.7259
C 3.4891 3.9469 -0.9029
C 2.9114 3.8265 -2.1552
C 1.7247 3.1273 -2.2897
C 1.1007 2.5302 -1.1886
C -0.1034 1.7091 -1.3527
C 1.6911 2.7042 0.0670
C 2.8810 3.3986 0.2135
H 3.3930 4.2750 -3.0135
H 1.2765 3.0234 -3.2713
H -0.7221 1.9049 -2.2337
H -0.7125 1.5843 -0.4584
H 1.2148 2.2703 0.9397
H 3.3388 3.5160 1.1865
```

⟨S²⟩ = 0.776
Kohn-Sham gap (spin up / spin down) = 0.25727 / 0.27029 Eh
multiplicity = 2
charge = 0
LUMO energy (spin up / spin down) = -0.0105 / -0.0213 Eh
energy = -95808.59508 eV

***

Relative energy (zero: lowest compared OMol25 entry of this formula, charge and spin) list, top to bottom, in kcal/mol: 55.5, 34.4